1.
Entry from the OMol25 dataset: an isolated molecule of C3H2ClF5O (ωB97M-V/def2-TZVPD).

Last column: Mulliken charge in e.
Positions of all 12 atoms, in Å:
F (-1.264, -1.706, 1.983)  -0.239
C (-0.790, -0.656, 1.309)  0.400
F (-1.736, 0.261, 1.171)  -0.242
O (-0.421, -1.135, 0.020)  -0.358
C (0.567, -0.461, -0.646)  -0.163
Cl (2.200, -0.587, 0.104)  -0.147
C (0.265, 1.016, -0.960)  0.757
F (1.129, 1.503, -1.819)  -0.239
F (-0.958, 1.106, -1.481)  -0.239
F (0.299, 1.750, 0.175)  -0.240
H (0.076, -0.162, 1.762)  0.294
H (0.636, -0.930, -1.617)  0.413

Summary:
HOMO-LUMO gap, Eh: 0.4581
LUMO energy, eV: 0.7
Electronic energy, eV: -31301.116
Energy relative to the best compared isomer or geometry (same formula, charge and spin), kJ/mol: 0.00
SMILES: FC(F)O[C@H](Cl)C(F)(F)F



2.
Entry from the OMol25 dataset: an isolated molecule of C14H19ClN2O (ωB97M-V/def2-TZVPD).

Last column: Mulliken charge in e.
Positions of all 37 atoms, in Å:
C (-2.394, 2.034, 2.287)  -1.840
C (-1.017, 1.804, 2.669)  -0.352
N (-0.266, 1.069, 1.869)  0.096
C (0.766, 0.319, 2.482)  -0.955
C (2.318, 1.167, 2.026)  -0.774
C (1.822, 1.660, 0.640)  -0.478
C (0.288, 2.058, 0.653)  0.140
C (-0.353, 1.617, -0.470)  -1.687
N (-0.259, 0.387, -0.965)  0.075
C (-0.175, -0.088, -2.059)  0.354
O (0.005, 0.710, -3.149)  -0.755
C (-0.221, -1.563, -2.338)  0.126
C (-0.904, -2.120, -3.316)  -0.107
C (-1.085, -3.432, -3.474)  -0.600
C (-0.246, -4.218, -2.963)  0.075
C (0.489, -3.922, -1.841)  -1.143
C (0.742, -2.598, -1.720)  0.326
Cl (1.861, -2.081, -0.398)  -0.186
H (-2.213, 2.837, 1.468)  0.197
H (-2.897, 2.304, 3.006)  0.718
H (-2.825, 1.279, 1.696)  0.366
H (-0.368, 2.367, 3.404)  0.551
H (-1.066, 0.980, 3.528)  0.406
H (0.955, -0.605, 1.840)  0.041
H (0.804, 0.160, 3.459)  0.685
H (2.427, 1.981, 2.788)  0.316
H (3.138, 0.446, 2.056)  0.380
H (2.163, 0.841, 0.072)  0.257
H (2.540, 2.639, 0.507)  0.298
H (0.241, 3.067, 1.062)  0.521
H (-0.001, 2.236, -1.322)  0.450
H (-1.323, 1.966, -0.402)  0.348
H (-0.610, -0.338, -0.063)  0.472
H (-1.587, -1.382, -3.821)  0.314
H (-1.402, -3.689, -4.516)  0.284
H (-0.351, -5.420, -3.217)  0.184
H (1.001, -4.472, -1.476)  0.895

Summary:
HOMO-LUMO gap, Eh: 0.3272
LUMO energy, eV: 0.6
Electronic energy, eV: -32365.236
Energy relative to the best compared isomer or geometry (same formula, charge and spin), kJ/mol: 1153.40
SMILES: CCN1CCC[C@H]1CNC(=O)c1ccccc1Cl



3.
Entry from the OMol25 dataset: a structure of composition C9H16N2PSV (ωB97M-V/def2-TZVPD).

Last column: Mulliken charge in e.
Positions of all 30 atoms, in Å:
C (0.310, 0.147, -3.712)  -0.873
C (-0.859, -0.629, -3.879)  -0.285
C (-0.564, -1.991, -3.549)  -0.417
C (0.834, -2.085, -3.252)  -0.583
C (1.407, -0.799, -3.288)  -0.762
V (0.369, -0.006, -1.446)  -0.709
P (-0.504, 2.066, -1.288)  0.166
H (0.490, 1.140, -4.082)  0.670
H (-1.836, -0.242, -4.131)  0.389
H (-1.308, -2.787, -3.407)  0.373
H (2.443, -0.554, -3.212)  0.525
H (1.350, -3.030, -3.049)  0.376
H (-1.529, 2.350, -0.338)  0.037
H (-0.963, 2.723, -2.479)  0.035
H (0.624, 2.882, -0.902)  0.017
S (0.242, -1.601, 0.016)  -0.476
C (0.119, -0.752, 1.524)  -0.079
N (-1.072, -0.605, 2.084)  0.996
C (-1.307, 0.150, 3.315)  -2.611
C (-0.143, 1.071, 3.598)  -1.135
C (1.176, 0.351, 3.439)  -1.373
N (1.227, -0.298, 2.130)  0.069
H (-1.848, -1.056, 1.597)  0.351
H (-1.433, -0.569, 4.131)  0.707
H (-2.240, 0.703, 3.197)  0.883
H (-0.223, 1.442, 4.620)  1.063
H (-0.181, 1.944, 2.938)  0.239
H (1.287, -0.417, 4.211)  0.467
H (2.025, 1.032, 3.498)  0.618
H (2.108, -0.580, 1.715)  0.322

Summary:
HOMO-LUMO gap (spin up / spin down), Eh: 0.0951 / 0.1809
LUMO energy (spin up / spin down), eV: 3.1 / 3.0
Spin multiplicity: 4
Electronic energy, eV: -58380.018
Net charge: -1
Energy relative to the best compared isomer or geometry (same formula, charge and spin), kJ/mol: 148.50



4.
Entry from the OMol25 dataset: a structure of composition C8H16NO2S (ωB97M-V/def2-TZVPD).

Last column: Mulliken charge in e.
Positions of all 28 atoms, in Å:
C (0.082, 0.257, -1.065)  -1.386
C (-1.518, -0.763, 0.670)  -0.598
C (-0.728, -0.989, -0.623)  0.276
C (1.025, 1.041, -0.078)  1.919
C (-0.760, -0.033, 1.643)  0.453
C (1.651, 2.293, -0.724)  -2.077
C (2.127, 0.076, 0.277)  -1.643
C (-1.246, 0.268, 2.955)  -1.331
N (0.098, 1.513, 0.986)  0.159
O (0.569, 2.324, 1.850)  -0.620
O (-1.638, -1.302, -1.574)  -0.452
S (-0.593, -3.257, -3.754)  -0.841
H (0.841, 0.101, -1.892)  0.370
H (-0.638, 0.941, -1.549)  0.307
H (-2.360, -0.214, 0.278)  0.278
H (-1.873, -1.709, 1.068)  0.309
H (0.083, -1.695, -0.577)  0.312
H (2.489, 2.641, -0.212)  0.425
H (0.898, 2.989, -0.857)  0.541
H (2.059, 2.127, -1.700)  0.443
H (2.569, -0.355, -0.751)  0.301
H (1.878, -0.650, 1.053)  0.308
H (3.001, 0.521, 0.624)  0.541
H (-1.888, 1.136, 3.125)  0.306
H (-0.418, 0.600, 3.693)  0.294
H (-1.746, -0.594, 3.430)  0.341
H (-1.285, -1.987, -2.146)  0.073
H (-0.853, -2.221, -4.658)  -0.006

Summary:
HOMO-LUMO gap (spin up / spin down), Eh: 0.2147 / 0.2081
LUMO energy (spin up / spin down), eV: 2.7 / 2.5
Electronic energy, eV: -24971.602
Net charge: -1
Energy relative to the best compared isomer or geometry (same formula, charge and spin), kJ/mol: 174.63



5.
Entry from the OMol25 dataset: a cluster of 2 separate species, C3H7NSi in total (ωB97M-V/def2-TZVPD).

Last column: Mulliken charge in e.
Positions of all 12 atoms, in Å:
C (0.414, 0.285, -0.354)  -0.539
C (-0.024, -0.923, -0.443)  -0.085
C (-0.165, 2.092, 2.097)  -0.097
N (0.351, 3.207, 2.133)  -0.399
Si (-0.126, -2.265, -1.809)  0.472
H (1.170, 0.880, -0.713)  0.328
H (-0.829, -1.119, 0.404)  0.173
H (-0.741, 1.415, 2.614)  0.299
H (0.324, 3.971, 2.736)  0.223
H (-1.308, -3.069, -1.869)  -0.119
H (1.052, -3.107, -1.931)  -0.118
H (-0.119, -1.366, -2.866)  -0.138

Summary:
HOMO-LUMO gap (spin up / spin down), Eh: 0.2854 / 0.3219
LUMO energy (spin up / spin down), eV: 0.4 / 0.9
Electronic energy, eV: -12585.085
Energy relative to the best compared isomer or geometry (same formula, charge and spin), kJ/mol: 640.02



6.
Entry from the OMol25 dataset: a cluster of 5 separate species, C28H28N2O6 in total (ωB97M-V/def2-TZVPD).

Last column: Mulliken charge in e.
Positions of all 64 atoms, in Å:
O (38.174, 35.885, 3.782)  -0.556
C (38.152, 34.933, 4.748)  0.655
C (38.563, 33.613, 4.405)  -0.683
C (38.332, 32.408, 5.417)  0.065
C (37.602, 32.780, 6.660)  0.517
O (37.400, 31.790, 7.567)  -0.518
C (37.297, 34.115, 6.838)  -0.389
C (37.548, 35.177, 6.003)  -0.813
H (38.924, 36.069, 3.193)  0.333
H (39.130, 33.263, 3.404)  0.160
H (38.567, 31.316, 5.296)  0.116
H (37.182, 30.955, 7.269)  0.281
H (37.002, 34.354, 7.934)  0.227
H (37.138, 36.035, 6.077)  0.613
O (35.167, 32.681, 4.076)  -0.552
C (35.246, 31.306, 4.037)  0.658
C (34.620, 30.709, 5.096)  -0.594
C (34.492, 29.195, 5.129)  -0.192
C (34.782, 28.464, 3.978)  0.438
O (34.618, 27.145, 4.030)  -0.532
C (35.561, 29.108, 2.939)  -1.327
C (35.747, 30.519, 3.019)  -0.173
H (35.995, 32.960, 3.657)  0.273
H (34.354, 31.174, 5.948)  0.639
H (33.988, 28.513, 6.073)  0.024
H (34.602, 26.719, 3.104)  0.323
H (35.738, 28.546, 2.138)  0.773
H (36.252, 31.103, 2.205)  0.239
O (37.993, 28.236, 8.642)  -0.562
C (36.725, 27.793, 8.833)  0.233
C (36.206, 26.825, 7.917)  -0.337
C (34.790, 26.219, 8.086)  -0.652
C (33.975, 26.718, 9.083)  0.967
O (32.821, 26.060, 9.324)  -0.555
C (34.485, 27.666, 9.982)  -0.426
C (35.781, 28.104, 9.916)  -0.563
H (38.187, 28.277, 7.696)  0.386
H (36.755, 26.519, 7.046)  0.440
H (34.589, 25.310, 7.466)  0.242
H (32.431, 25.807, 8.531)  0.311
H (33.833, 27.933, 10.973)  0.203
H (36.215, 28.807, 10.580)  0.398
C (40.187, 28.737, 3.451)  -0.803
C (38.839, 28.655, 3.735)  -0.840
C (38.473, 28.758, 5.123)  0.044
N (39.375, 28.971, 6.177)  -0.191
C (40.540, 29.070, 5.909)  -0.293
C (41.078, 28.986, 4.575)  -0.664
H (40.621, 28.786, 2.465)  0.572
H (38.061, 28.475, 3.157)  0.815
H (37.450, 28.677, 5.138)  0.436
H (41.324, 29.172, 6.745)  0.278
H (42.078, 29.154, 4.486)  0.555
C (39.138, 24.213, -0.063)  -0.351
C (39.293, 24.743, 1.295)  -0.324
C (40.579, 25.428, 1.635)  -0.236
N (41.550, 25.645, 0.810)  -0.546
C (41.296, 25.279, -0.423)  -0.343
C (40.181, 24.476, -0.925)  -0.370
H (38.207, 23.863, -0.467)  0.374
H (38.458, 24.604, 1.988)  0.393
H (40.670, 25.933, 2.631)  0.460
H (42.146, 25.262, -0.893)  0.497
H (40.215, 24.092, -1.876)  0.445

Summary:
HOMO-LUMO gap, Eh: 0.2982
LUMO energy, eV: 0.1
Electronic energy, eV: -44746.318
Energy relative to the best compared isomer or geometry (same formula, charge and spin), kJ/mol: 897.70
SMILES: Oc1ccc(O)cc1.Oc1ccc(O)cc1.Oc1ccc(O)cc1.c1ccncc1.c1ccncc1



- energy relative to the best compared isomer or geometry (same formula, charge and spin) of number 1 (C3H2ClF5O)?
  0.00 kJ/mol